Molecular formula: C32H96O16S16
Method: DFT, ωB97M-V/def2-TZVPD

Calculated values
HOMO level	-0.3030	Eh
Kohn-Sham gap	8.047	eV
calculated total energy	-240848.3329	eV
max |F|	4.5	eV/Å

Each atom is followed by the atoms it is bonded to, with distances in Å.
Positions of all 160 atoms, in Å:
1 H -12.016 -12.602 -3.078  C134 1.090
2 H -17.004 -11.119 3.376  C136 1.090
3 O -12.843 -14.406 -0.762  S96 1.557
4 H -11.514 -16.659 8.336  C132 1.090
5 C -12.350 -15.557 -3.262  H10 1.090, H31 1.090, H39 1.090, S96 1.870
6 C -10.275 -11.997 7.059  S48 1.836, H67 1.090, H71 1.090, H86 1.090
7 H -19.561 -10.850 4.901  C56 1.090
8 S -21.109 -12.840 0.860  C102 1.894, O143 1.542, C156 1.787
9 H -15.777 -15.024 4.231  C22 1.090
10 H -11.600 -15.511 -4.051  C5 1.090
11 H -8.174 -13.549 2.993  C127 1.090
12 O -14.737 -16.941 2.985  S49 1.554
13 H -18.913 -10.116 2.437  C58 1.090
14 H -11.453 -12.085 3.608  C50 1.090
15 C -12.344 -7.382 4.652  S77 1.885, H100 1.090, H113 1.090, H126 1.090
16 H -13.153 -14.799 4.512  C120 1.090
17 H -9.960 -9.836 2.115  C85 1.090
18 S -17.963 -15.279 -2.958  C19 1.868, O32 1.540, C78 1.855
19 C -17.742 -13.466 -2.565  S18 1.868, H26 1.090, H51 1.090, H150 1.090
20 H -14.334 -14.449 8.622  C95 1.090
21 H -16.969 -17.431 4.463  C73 1.090
22 C -16.691 -14.683 4.718  H9 1.090, S30 1.810, H92 1.090, H145 1.090
23 H -20.708 -12.378 -1.549  C102 1.090
24 H -22.399 -12.084 -1.107  C102 1.090
25 S -9.694 -9.970 -0.265  O36 1.530, C80 1.817, C85 1.847
26 H -17.326 -12.871 -3.378  C19 1.090
27 H -19.107 -8.900 -0.349  C47 1.090
28 O -12.829 -9.706 3.275  S77 1.533
29 H -13.572 -12.792 2.921  C135 1.090
30 S -18.082 -15.440 3.842  C22 1.810, O40 1.591, C73 1.816
31 H -13.212 -15.044 -3.687  C5 1.090
32 O -18.611 -15.939 -1.727  S18 1.540
33 O -8.927 -11.949 4.704  S48 1.519
34 H -14.998 -10.848 -4.784  C142 1.090
35 H -15.328 -7.755 6.243  C89 1.090
36 O -9.371 -8.502 0.021  S25 1.530
37 H -14.930 -13.255 9.666  C95 1.090
38 O -16.246 -12.180 0.579  S121 1.538
39 H -12.622 -16.592 -3.054  C5 1.090
40 O -19.213 -15.481 4.960  S30 1.591
41 H -14.220 -12.054 -3.675  C142 1.090
42 S -13.775 -9.808 -2.946  O61 1.522, C72 1.833, C142 1.854
43 H -13.953 -16.010 0.351  C82 1.090
44 H -14.540 -6.603 3.175  C119 1.090
45 O -14.445 -12.620 5.982  S103 1.543
46 H -14.676 -10.662 -0.959  C72 1.090
47 C -18.070 -9.019 -0.036  H27 1.090, H69 1.090, H137 1.090, S155 1.815
48 S -10.058 -11.221 5.409  C6 1.836, O33 1.519, C50 1.802
49 S -14.489 -17.929 1.812  O12 1.554, C82 1.819, C104 1.820
50 C -11.557 -11.902 4.677  H14 1.090, S48 1.802, H149 1.090, H159 1.090
51 H -17.247 -13.232 -1.623  C19 1.090
52 H -14.348 -17.450 -0.467  C82 1.090
53 H -19.008 -12.685 8.431  C55 1.090
54 O -9.755 -15.661 0.301  S76 1.535
55 C -19.068 -12.214 7.450  H53 1.090, H90 1.090, S93 1.852, H117 1.090
56 C -19.745 -11.920 4.807  H7 1.090, H87 1.090, S93 1.828, H116 1.090
57 H -15.256 -8.020 2.357  C119 1.090
58 C -19.226 -9.073 2.476  H13 1.090, H94 1.090, H109 1.090, S155 1.840
59 H -16.275 -7.793 7.779  C89 1.090
60 H -12.606 -16.519 4.258  C120 1.090
61 O -14.517 -8.479 -2.911  S42 1.522
62 H -18.679 -12.894 0.332  C156 1.090
63 C -15.155 -10.776 7.768  H75 1.090, H97 1.090, H99 1.090, S103 1.858
64 H -15.698 -11.167 -3.142  C142 1.090
65 H -13.007 -9.860 -0.659  C72 1.090
66 H -19.546 -8.841 6.785  C130 1.090
67 H -11.172 -11.595 7.531  C6 1.090
68 H -15.797 -16.486 -2.562  C78 1.090
69 H -17.521 -8.490 -0.815  C47 1.090
70 H -12.606 -19.096 0.997  C104 1.090
71 H -9.381 -11.735 7.625  C6 1.090
72 C -13.639 -10.513 -1.260  S42 1.833, H46 1.090, H65 1.090, H141 1.090
73 C -17.673 -17.200 3.663  H21 1.090, S30 1.816, H98 1.090, H138 1.090
74 O -21.602 -11.908 6.643  S93 1.527
75 H -15.083 -10.161 6.871  C63 1.090
76 S -9.695 -14.545 1.352  O54 1.535, C111 1.849, C127 1.901
77 S -13.614 -8.630 4.035  C15 1.885, O28 1.533, C119 1.848
78 C -16.126 -15.469 -2.779  S18 1.855, H68 1.090, H114 1.090, H151 1.090
79 H -10.332 -15.994 3.246  C111 1.090
80 C -8.168 -10.927 -0.498  S25 1.817, H108 1.090, H144 1.090, H154 1.090
81 H -15.947 -10.275 2.447  C136 1.090
82 C -14.668 -16.832 0.372  H43 1.090, S49 1.819, H52 1.090, H88 1.090
83 H -13.901 -16.075 5.313  C120 1.090
84 H -16.501 -6.362 6.737  C89 1.090
85 C -10.123 -10.644 1.401  H17 1.090, S25 1.847, H131 1.090, H133 1.090
86 H -10.425 -13.072 6.953  C6 1.090
87 H -20.554 -11.906 4.077  C56 1.090
88 H -15.672 -16.446 0.199  C82 1.090
89 C -16.228 -7.417 6.757  H35 1.090, H59 1.090, H84 1.090, S146 1.843
90 H -18.097 -12.377 6.984  C55 1.090
91 H -13.855 -13.801 1.425  C135 1.090
92 H -16.835 -13.609 4.839  C22 1.090
93 S -20.396 -12.773 6.287  C55 1.852, C56 1.828, O74 1.527
94 H -20.265 -9.013 2.154  C58 1.090
95 C -14.916 -13.527 8.611  H20 1.090, H37 1.090, S103 1.868, H122 1.090
96 S -11.683 -14.647 -1.772  O3 1.557, C5 1.870, C134 1.790
97 H -16.207 -11.062 7.728  C63 1.090
98 H -18.474 -17.940 3.647  C73 1.090
99 H -15.021 -10.211 8.690  C63 1.090
100 H -11.953 -7.931 5.509  C15 1.090
101 H -7.883 -15.311 2.743  C127 1.090
102 C -21.555 -12.761 -0.979  S8 1.894, H23 1.090, H24 1.090, H128 1.090
103 S -14.125 -12.291 7.455  O45 1.543, C63 1.858, C95 1.868
104 C -12.718 -18.347 1.782  S49 1.820, H70 1.090, H105 1.090, H139 1.090
105 H -12.476 -18.783 2.751  C104 1.090
106 O -18.725 -6.711 1.108  S155 1.539
107 H -12.150 -17.796 7.167  C132 1.090
108 H -7.459 -10.795 0.320  C80 1.090
109 H -19.372 -8.706 3.492  C58 1.090
110 O -10.337 -15.679 6.050  S125 1.556
111 C -10.744 -15.105 2.769  S76 1.849, H79 1.090, H124 1.090, H158 1.090
112 O -17.358 -9.757 5.601  S146 1.541
113 H -12.784 -6.490 5.098  C15 1.090
114 H -15.856 -15.029 -1.819  C78 1.090
115 H -10.382 -13.406 -3.205  C134 1.090
116 H -18.886 -12.499 4.467  C56 1.090
117 H -19.277 -11.170 7.685  C55 1.090
118 H -13.544 -7.427 1.961  C119 1.090
119 C -14.329 -7.564 2.705  H44 1.090, H57 1.090, S77 1.848, H118 1.090
120 C -12.915 -15.757 4.974  H16 1.090, H60 1.090, H83 1.090, S125 1.897
121 S -15.837 -12.659 1.981  O38 1.538, C135 1.842, C136 1.869
122 H -15.990 -13.626 8.455  C95 1.090
123 H -18.408 -8.753 8.067  C130 1.090
124 H -10.716 -14.277 3.476  C111 1.090
125 S -11.809 -15.405 6.474  O110 1.556, C120 1.897, C132 1.848
126 H -11.537 -7.213 3.939  C15 1.090
127 C -8.037 -14.345 2.261  H11 1.090, S76 1.901, H101 1.090, H160 1.090
128 H -21.871 -13.747 -1.320  C102 1.090
129 H -15.176 -11.304 3.836  C136 1.090
130 C -18.772 -8.197 7.203  H66 1.090, H123 1.090, S146 1.827, H157 1.090
131 H -9.646 -11.602 1.604  C85 1.090
132 C -12.292 -16.800 7.586  H4 1.090, H107 1.090, S125 1.848, H140 1.090
133 H -11.181 -10.901 1.344  C85 1.090
134 C -11.205 -13.109 -2.555  H1 1.090, S96 1.790, H115 1.090, H152 1.090
135 C -14.005 -12.843 1.922  H29 1.090, H91 1.090, S121 1.842, H147 1.090
136 C -15.954 -11.157 3.087  H2 1.090, H81 1.090, S121 1.869, H129 1.090
137 H -17.913 -10.085 0.132  C47 1.090
138 H -17.175 -17.194 2.694  C73 1.090
139 H -12.093 -17.457 1.715  C104 1.090
140 H -13.275 -16.571 7.997  C132 1.090
141 H -13.303 -11.549 -1.288  C72 1.090
142 C -14.795 -11.131 -3.751  H34 1.090, H41 1.090, S42 1.854, H64 1.090
143 O -20.957 -11.377 1.322  S8 1.542
144 H -7.737 -10.643 -1.458  C80 1.090
145 H -16.686 -15.141 5.707  C22 1.090
146 S -17.581 -8.249 5.820  C89 1.843, O112 1.541, C130 1.827
147 H -13.611 -12.021 1.325  C135 1.090
148 H -19.545 -14.492 0.099  C156 1.090
149 H -12.416 -11.308 4.990  C50 1.090
150 H -18.779 -13.140 -2.479  C19 1.090
151 H -15.558 -15.090 -3.628  C78 1.090
152 H -10.950 -12.525 -1.671  C134 1.090
153 H -19.221 -13.872 1.661  C156 1.090
154 H -8.432 -11.983 -0.532  C80 1.090
155 S -18.058 -8.043 1.495  C47 1.815, C58 1.840, O106 1.539
156 C -19.485 -13.555 0.652  S8 1.787, H62 1.090, H148 1.090, H153 1.090
157 H -18.972 -7.153 7.443  C130 1.090
158 H -11.723 -15.384 2.379  C111 1.090
159 H -11.620 -12.913 5.080  C50 1.090
160 H -7.274 -14.029 1.550  C127 1.090